# 1
{
  "formula": "C23H26FN2O8W",
  "method": "ωB97M-V/def2-TZVPD",
  "species": ["H", "O", "C", "H", "O", "O", "C", "H", "C", "C", "C", "C", "H", "C", "O", "H", "H", "C", "C", "H", "C", "H", "C", "N", "C", "H", "H", "O", "C", "H", "N", "F", "O", "C", "O", "C", "H", "C", "H", "H", "H", "H", "H", "C", "C", "O", "H", "H", "H", "C", "C", "H", "H", "C", "H", "C", "H", "W", "H", "C", "H"],
  "positions_angstrom": [[-0.580, 1.271, -3.058], [1.724, 1.110, -0.948], [-4.215, 2.910, -0.042], [-6.355, 2.830, 0.039], [1.479, -0.781, 3.983], [-1.071, -1.705, 0.161], [0.557, -1.180, 3.324], [4.946, 1.753, 0.891], [5.337, -0.985, 0.768], [4.116, 1.052, 0.803], [-1.538, -2.280, 2.552], [2.586, 0.208, -0.998], [-5.574, 2.582, 1.583], [-5.511, 2.332, 0.518], [2.242, -0.993, -1.202], [3.434, -0.756, 1.784], [-4.213, -1.826, -2.419], [-1.133, -3.240, -2.327], [-2.380, -0.758, -2.731], [-4.138, 2.697, -1.113], [-2.501, 1.059, 0.215], [5.473, -0.861, -1.355], [-0.639, -2.055, 3.798], [-3.286, 0.024, 0.375], [-3.133, -1.865, -2.470], [-5.651, 0.546, -0.698], [-2.851, 0.205, -2.883], [-0.824, -2.475, 4.896], [4.021, 0.531, -0.643], [4.466, 1.197, -1.378], [4.770, -0.793, -0.624], [-3.247, -4.156, -2.003], [-1.373, 0.984, -0.380], [-0.773, -1.695, 1.455], [0.982, -0.250, 1.036], [4.365, -0.206, 1.632], [5.420, -2.050, 0.966], [-5.656, 0.822, 0.361], [-2.915, -0.865, 0.046], [4.046, -1.505, -0.817], [4.789, 0.008, 2.610], [-2.106, 3.091, 0.467], [3.197, 1.564, 1.076], [-4.576, 0.028, 1.080], [-2.485, -3.096, -2.264], [-2.638, -2.770, 2.519], [-0.683, -4.210, -2.172], [-6.622, 0.509, 0.759], [-4.241, 3.996, 0.049], [-0.358, -2.094, -2.588], [-2.940, 2.421, 0.662], [0.706, -2.205, -2.765], [-3.094, 2.397, 1.746], [-0.090, 0.319, -2.879], [-4.422, 0.408, 2.094], [-0.960, -0.844, -2.826], [0.827, 0.186, -3.449], [0.118, -0.333, -0.825], [6.328, -0.532, 0.769], [0.296, -0.977, 1.894], [-4.846, -1.021, 1.180]],
  "forces_ev_per_angstrom": [[0.034, 0.028, 0.014], [0.203, 0.198, -0.197], [0.042, 0.011, -0.042], [0.000, -0.027, -0.021], [0.144, 0.040, 0.068], [-0.024, -0.062, 0.287], [-0.317, -0.146, -0.089], [0.014, -0.011, -0.015], [0.021, 0.012, -0.113], [-0.003, 0.057, -0.017], [0.083, -0.004, 0.158], [0.081, 0.222, 0.271], [-0.008, 0.005, -0.003], [0.010, 0.019, 0.058], [-0.044, -0.200, -0.168], [0.028, 0.015, -0.005], [-0.009, -0.004, -0.004], [0.151, 0.070, -0.047], [0.055, -0.011, -0.015], [-0.005, 0.007, -0.001], [0.211, 0.338, -0.251], [0.081, 0.036, -0.005], [0.044, 0.071, -0.237], [0.105, -0.158, 0.017], [0.103, -0.073, -0.015], [-0.009, 0.002, -0.005], [-0.008, 0.002, -0.022], [-0.024, -0.006, 0.122], [0.110, -0.190, 0.083], [-0.029, 0.013, -0.023], [-0.158, 0.017, 0.037], [-0.079, -0.096, 0.018], [-0.494, 0.189, 0.373], [-0.362, -0.116, -0.363], [0.058, 0.146, 0.440], [0.013, -0.039, 0.030], [-0.027, 0.010, 0.045], [-0.003, -0.032, -0.048], [0.021, -0.004, 0.144], [0.032, 0.026, -0.019], [-0.024, 0.022, 0.006], [-0.002, -0.001, -0.017], [0.005, -0.004, 0.012], [0.133, -0.061, 0.019], [-0.129, 0.074, -0.004], [0.005, -0.011, 0.002], [0.006, 0.012, -0.003], [0.006, 0.019, 0.025], [-0.022, -0.005, 0.019], [-0.032, -0.202, -0.013], [-0.021, -0.057, 0.103], [0.009, -0.018, -0.006], [-0.034, 0.015, -0.007], [-0.140, -0.079, -0.133], [-0.015, 0.000, -0.009], [-0.183, 0.181, -0.176], [-0.006, 0.036, -0.011], [0.239, -0.387, -0.400], [0.016, -0.029, 0.021], [0.211, 0.145, 0.138], [-0.063, -0.003, -0.006]],
  "charge": 1,
  "homo_energy_ev": [-10.17, -10.98],
  "gap_ev": [7.3234, 7.7712],
  "de_lowest_kcal_mol": 8.9,
  "total_energy_ev": -48171.6766,
  "multiplicity": 3
}

# 2
{
  "formula": "C23H26FN9O4",
  "method": "ωB97M-V/def2-TZVPD",
  "species": ["C", "H", "H", "H", "C", "H", "C", "C", "C", "H", "H", "H", "H", "C", "H", "N", "N", "H", "N", "N", "N", "H", "C", "C", "H", "H", "H", "N", "C", "C", "C", "O", "N", "H", "O", "C", "F", "N", "H", "C", "H", "C", "H", "H", "H", "C", "H", "H", "C", "C", "C", "C", "O", "C", "H", "O", "N", "H", "H", "C", "H", "C", "C"],
  "positions_angstrom": [[-3.511, -4.982, 1.213], [-0.767, 1.943, 2.475], [4.224, -2.490, 0.161], [4.363, -1.150, -0.979], [-0.879, 0.969, 0.561], [1.023, -1.424, -0.875], [1.991, -2.689, 2.178], [-2.087, 0.427, 0.125], [-3.700, 4.884, -1.682], [-3.906, 1.591, -1.520], [2.021, -1.538, 3.919], [-3.278, -4.516, -3.487], [7.992, 1.993, -0.974], [1.701, 0.768, 0.574], [-5.116, 1.453, 3.188], [-4.013, -5.817, 1.818], [7.102, -1.266, 0.585], [-1.820, 2.761, 1.291], [10.874, 2.915, -0.087], [-4.777, 4.497, -1.780], [-2.033, -0.665, -0.634], [-6.644, 2.574, 1.612], [-4.861, 1.500, 2.136], [-1.220, -4.401, -3.082], [-6.044, 2.644, -0.824], [-1.669, 4.588, -1.201], [-2.498, -3.017, -4.009], [-0.318, -4.640, -2.414], [8.849, 1.391, -0.679], [0.144, -0.864, -0.590], [-0.886, 2.209, 1.424], [2.108, 0.178, 1.582], [-1.002, -1.342, -1.016], [-2.453, -4.317, -0.480], [0.213, 3.025, 1.127], [4.565, -1.462, 0.045], [-3.194, -1.213, -1.059], [1.522, -2.952, 1.165], [-1.973, 5.728, -2.521], [-5.408, 2.162, -0.098], [8.556, 0.778, 0.172], [-2.873, -3.924, 0.446], [3.977, -0.827, 0.710], [-2.239, -4.511, -4.915], [2.683, -3.175, 4.099], [9.981, 2.242, -0.348], [9.099, 0.723, -1.501], [-2.297, 6.201, -0.849], [2.610, -2.314, 3.436], [5.983, -1.352, 0.341], [0.289, 0.313, 0.190], [-3.406, 1.007, 0.476], [0.126, 3.296, -0.276], [-2.336, 5.375, -1.557], [-2.059, -3.473, 1.013], [2.231, 1.616, -0.182], [-3.707, 0.950, 1.776], [3.609, -1.920, 3.258], [-3.594, -3.149, 0.200], [-4.212, 1.580, -0.482], [1.050, 3.081, -0.522], [-2.372, -4.094, -3.918], [-5.732, 2.123, 1.246]],
  "forces_ev_per_angstrom": [[0.026, -0.032, 0.033], [-0.063, -0.017, 0.002], [0.079, -0.027, 0.012], [0.091, 0.030, -0.011], [0.071, -0.410, 0.126], [-0.125, -0.117, -0.050], [0.037, 0.113, -0.041], [-0.277, 0.083, 0.071], [-0.062, 0.036, -0.035], [0.012, 0.020, -0.011], [-0.025, 0.037, -0.068], [0.028, -0.026, 0.040], [0.038, 0.066, 0.009], [0.398, 0.559, -0.254], [0.089, -0.041, 0.043], [-0.036, -0.006, 0.006], [-0.009, 0.014, -0.018], [-0.028, -0.038, 0.044], [0.015, 0.013, -0.002], [0.121, 0.104, -0.088], [0.523, -0.018, 0.087], [0.003, -0.036, 0.018], [-0.119, 0.069, 0.043], [-0.004, 0.007, 0.010], [0.001, 0.000, 0.001], [-0.045, -0.004, -0.003], [0.047, 0.011, 0.034], [0.014, 0.013, 0.032], [-0.202, -0.135, -0.023], [0.584, 0.288, 0.046], [0.127, 0.050, -0.231], [0.034, 0.152, -0.078], [-0.114, 0.190, 0.167], [0.030, -0.060, 0.037], [-0.113, 0.127, 0.120], [-0.305, -0.022, -0.043], [-0.154, 0.175, -0.091], [-0.148, -0.176, -0.093], [-0.048, -0.011, -0.029], [-0.078, -0.122, 0.395], [0.064, 0.005, 0.027], [0.150, 0.139, -0.102], [0.073, 0.048, 0.026], [0.045, -0.022, 0.011], [-0.023, -0.031, -0.046], [0.021, 0.023, 0.002], [0.070, 0.017, 0.000], [-0.056, 0.002, 0.008], [0.086, 0.010, 0.255], [0.054, 0.010, 0.022], [-0.310, -0.109, -0.340], [-0.278, -0.129, 0.269], [-0.045, 0.459, 0.072], [0.199, 0.029, 0.049], [0.016, -0.090, 0.053], [-0.348, -0.808, 0.357], [0.010, 0.091, -0.120], [-0.012, 0.020, -0.069], [-0.114, -0.065, 0.054], [0.091, -0.007, -0.516], [0.075, -0.472, -0.028], [-0.152, 0.042, -0.128], [-0.026, -0.020, -0.061]],
  "charge": 0,
  "homo_energy_ev": -9.81,
  "gap_ev": 8.1505,
  "total_energy_ev": -48583.1889,
  "multiplicity": 1
}

# 3
{
  "formula": "C23H26FNSn",
  "method": "ωB97M-V/def2-TZVPD",
  "species": ["C", "C", "C", "H", "N", "H", "C", "H", "H", "H", "C", "C", "C", "H", "H", "C", "C", "H", "C", "H", "F", "C", "H", "C", "H", "H", "H", "H", "C", "H", "H", "C", "Sn", "C", "H", "C", "C", "C", "H", "H", "C", "H", "H", "H", "H", "C", "C", "H", "C", "C", "H", "H"],
  "positions_angstrom": [[-2.087, 0.933, -4.854], [3.055, 0.924, -0.630], [-1.568, -3.608, -2.854], [-2.820, 1.967, -1.715], [-1.905, -0.448, -1.467], [-4.236, -0.010, 2.354], [-0.981, -1.272, -3.474], [-0.725, 2.978, -2.604], [-2.525, -3.297, -2.432], [0.794, -3.411, -4.233], [-2.747, 2.159, -2.785], [-0.508, -2.501, -2.738], [-2.262, 0.905, -3.488], [-4.422, 3.517, -2.757], [3.484, -1.414, 1.719], [-4.340, -0.333, -1.534], [-5.468, -0.167, 0.575], [-6.458, -0.386, -1.325], [-4.119, 2.615, -3.287], [-1.605, 3.545, -4.024], [-1.933, -0.114, 1.190], [-1.435, -0.097, -5.524], [-0.438, -2.246, -1.676], [-3.080, -0.270, -0.863], [-6.398, -0.140, 1.130], [-1.728, -3.873, -3.900], [-1.329, -0.044, -6.601], [3.000, -0.333, -2.469], [3.214, 0.571, 0.741], [-2.438, 1.787, -5.418], [-1.238, -4.502, -2.325], [0.851, -2.999, -3.226], [1.045, -0.298, 0.007], [3.179, -1.372, -0.494], [-4.347, -0.491, -2.605], [3.297, -0.844, 0.821], [-0.883, -1.181, -4.841], [-1.745, -0.255, -2.786], [-4.093, 2.855, -4.350], [-2.022, 4.164, -2.428], [3.038, -0.276, -1.393], [-0.390, -1.963, -5.402], [-4.888, 1.859, -3.133], [1.202, -3.801, -2.577], [3.028, 1.928, -1.025], [-5.506, -0.293, -0.822], [-1.708, 3.274, -2.973], [1.600, -2.206, -3.234], [-3.103, -0.175, 0.563], [-4.266, -0.103, 1.277], [3.323, 1.261, 1.563], [3.271, -2.411, -0.770]],
  "forces_ev_per_angstrom": [[-0.018, 0.015, 0.031], [0.128, -0.057, 0.087], [-0.029, 0.000, 0.013], [-0.038, 0.005, 0.015], [-0.247, -0.234, -0.232], [-0.004, -0.001, 0.000], [0.047, 0.007, -0.029], [0.001, -0.010, 0.001], [0.000, 0.006, -0.005], [0.001, -0.002, 0.003], [-0.011, -0.046, 0.012], [0.019, 0.000, 0.008], [-0.027, -0.063, -0.052], [0.010, -0.001, 0.005], [-0.088, -0.024, 0.004], [0.022, 0.025, -0.024], [-0.021, 0.000, -0.003], [0.003, 0.013, -0.005], [0.009, 0.008, -0.016], [-0.009, 0.007, 0.002], [0.022, -0.005, 0.001], [0.003, 0.004, -0.034], [0.032, 0.012, 0.005], [-0.007, 0.173, 0.076], [0.001, 0.000, -0.002], [0.009, -0.004, 0.001], [-0.025, -0.009, -0.002], [-0.061, -0.028, -0.001], [0.119, 0.016, -0.136], [0.024, 0.007, 0.001], [-0.001, 0.007, 0.011], [-0.016, -0.024, -0.028], [0.031, -0.030, 0.108], [0.151, 0.101, -0.035], [0.013, -0.045, 0.002], [0.037, 0.033, -0.025], [0.047, -0.008, 0.019], [-0.025, 0.124, 0.138], [-0.003, 0.008, 0.006], [0.001, -0.003, 0.003], [0.074, 0.032, 0.051], [0.011, 0.008, 0.005], [-0.001, -0.016, -0.006], [-0.005, -0.001, -0.004], [-0.059, 0.000, 0.004], [0.002, 0.025, 0.033], [0.020, 0.005, -0.002], [0.004, 0.016, -0.001], [-0.009, -0.052, -0.007], [0.013, 0.022, -0.012], [-0.068, -0.004, 0.015], [-0.080, -0.009, 0.003]],
  "charge": 2,
  "homo_energy_ev": [-15.11, -15.05],
  "gap_ev": [6.3059, 6.0963],
  "de_lowest_kcal_mol": 0.0,
  "total_energy_ev": -34295.2407,
  "multiplicity": 1
}